No. 1
ORCA calculation (ωB97M-V/def2-TZVPD) on a structure of composition C31H31IMoN5O5Se.

Computed properties:
- total charge = -1
- HOMO-LUMO gap (alpha / beta) (eV) = 7.02 / 7.02
- relative energy (zero: lowest compared OMol25 entry of this formula, charge and spin) (eV) = 0.187
- largest force on an atom (eV/Å) = 0.8
- LUMO energy (alpha / beta) (Ha) = 0.071 / 0.071
- calculated total energy (Eh) = -4617.45798
- molecular weight (g/mol) = 855.423

The geometry in XYZ format:
```
75
C31H31IMoN5O5Se | OMol25 | ωB97M-V/def2-TZVPD
Mo 0.39 0.44 -0.14
O 0.53 2.64 -0.87
C 1.03 3.86 -0.34
C 0.01 4.77 0.34
C -1.25 5.09 -0.48
C -2.31 4.03 -0.35
C -3.39 4.17 0.51
C -4.27 3.10 0.67
C -4.05 1.93 -0.04
C -2.96 1.89 -0.90
N -2.12 2.91 -1.06
H -0.38 2.78 -1.24
H 1.49 4.41 -1.17
H 1.81 3.60 0.37
H 0.54 5.70 0.55
H -0.29 4.34 1.30
H -0.99 5.21 -1.54
H -1.66 6.05 -0.14
H -3.52 5.08 1.07
H -5.10 3.18 1.35
H -4.67 1.06 0.07
H -2.73 0.99 -1.46
O 7.39 0.21 0.55
C 6.61 -0.65 0.99
O 6.80 -1.71 1.60
C 5.11 -0.34 0.70
C 4.75 0.79 -0.01
C 3.42 1.06 -0.25
N 2.45 0.25 0.19
C 2.78 -0.87 0.88
C 4.09 -1.19 1.15
C 1.62 -1.76 1.27
O 1.80 -2.81 1.84
O 0.44 -1.30 0.93
H 5.53 1.45 -0.37
H 3.08 1.92 -0.81
H 4.34 -2.09 1.69
I -0.72 1.61 2.18
C -1.11 -4.35 0.96
N -1.62 -3.28 1.79
C -2.33 -2.22 1.35
Se -2.95 -1.87 -0.34
N -2.52 -1.41 2.42
C -1.87 -1.91 3.53
C -1.71 -1.43 4.82
C -0.96 -2.20 5.69
C -0.38 -3.41 5.28
C -0.54 -3.89 3.99
C -1.30 -3.12 3.13
H -1.69 -4.39 0.05
H -1.20 -5.29 1.50
H -0.06 -4.16 0.74
H -2.87 -0.47 2.31
H -2.13 -0.48 5.12
H -0.79 -1.85 6.70
H 0.22 -3.97 5.98
H -0.05 -4.79 3.66
C -0.29 1.67 -3.95
C -0.22 0.18 -4.13
C -0.41 -0.40 -5.38
C -0.30 -1.77 -5.54
C 0.01 -2.58 -4.46
C 0.22 -2.03 -3.20
C 0.62 -2.88 -2.03
C 0.07 -0.65 -3.04
N 0.27 -0.10 -1.78
H -0.44 2.16 -4.91
H 0.62 2.05 -3.49
H -1.12 1.96 -3.30
H -0.63 0.24 -6.22
H -0.46 -2.21 -6.52
H 0.12 -3.65 -4.59
H 0.66 -3.93 -2.31
H 1.61 -2.59 -1.66
H -0.08 -2.75 -1.21
```



No. 2
ORCA calculation (ωB97M-V/def2-TZVPD) on a structure of composition C31H32BCl3GdGeN10O4PS7 at a distorted geometry.

Computed properties:
- total charge = -2
- HOMO-LUMO gap (alpha / beta) (eV) = 6.72 / 5.43
- <S²> = 16.1092
- largest force on an atom (eV/Å) = 2.0
- LUMO energy (alpha / beta) (Ha) = 0.128 / 0.080
- calculated total energy (Eh) = -9426.21384
- molecular weight (g/mol) = 1211.137
- 2S+1 = 8

The geometry in XYZ format:
```
91
C31H32BCl3GdGeN10O4PS7 | OMol25 | ωB97M-V/def2-TZVPD
Gd 0.45 -0.05 0.84
C 0.74 4.07 -0.79
C 0.10 2.98 -0.17
N 1.02 2.19 0.38
N 2.25 2.73 0.14
C 2.10 3.87 -0.56
B 3.49 1.91 0.57
N 3.34 1.39 1.97
C 4.21 1.53 2.99
C 3.70 0.87 4.07
C 2.49 0.34 3.63
N 2.30 0.69 2.37
N 3.68 0.75 -0.43
C 4.34 0.74 -1.62
C 3.71 -0.14 -2.47
C 2.65 -0.65 -1.72
N 2.63 -0.10 -0.52
N 4.69 2.85 0.58
C 4.69 4.15 0.99
C 5.95 4.55 1.25
C 6.73 3.41 0.94
N 5.98 2.38 0.55
H 0.30 4.82 -1.43
H -0.95 2.77 -0.11
H 2.94 4.48 -0.93
H 5.12 2.12 2.88
H 4.12 0.83 5.05
H 1.81 -0.29 4.14
H 5.15 1.40 -1.80
H 4.02 -0.40 -3.47
H 1.93 -1.39 -2.00
H 3.75 4.65 1.14
H 6.31 5.49 1.66
H 7.79 3.25 1.00
S 0.04 -7.02 3.99
C 0.30 -5.46 3.59
S -0.63 -4.10 4.14
C 0.13 -2.78 3.32
C 1.14 -3.22 2.44
S 2.12 -2.30 1.46
S 1.53 -4.93 2.49
S -0.47 -1.25 3.47
S -3.46 0.38 1.59
C -3.75 2.06 1.47
C -4.94 2.73 1.12
C -5.04 4.14 1.21
C -6.31 4.75 0.92
N -7.32 5.27 0.75
C -3.91 4.87 1.62
C -2.72 4.22 1.93
C -2.64 2.81 1.85
S -1.42 1.77 2.42
C -4.04 6.27 1.79
N -4.07 7.39 2.08
H -5.84 2.22 0.77
H -1.89 4.84 2.29
C 1.85 -4.44 -1.83
C 0.38 -4.00 -2.02
C 0.18 -3.22 -3.30
C -0.55 -5.17 -1.95
O 0.14 -3.18 -0.87
P -1.02 -2.09 -0.69
O -1.25 -2.14 0.78
O -0.43 -0.75 -1.10
O -2.20 -2.57 -1.57
C -3.65 -2.59 -1.40
C -4.22 -1.21 -1.64
C -4.08 -3.50 -2.53
C -4.06 -3.11 0.02
H 2.09 -5.17 -2.62
H 1.97 -4.91 -0.89
H 2.54 -3.59 -1.92
H 0.73 -3.68 -4.12
H 0.51 -2.19 -3.10
H -0.91 -3.21 -3.50
H -0.27 -5.88 -2.74
H -1.58 -4.88 -2.08
H -0.48 -5.67 -0.96
H -3.99 -0.95 -2.67
H -3.75 -0.48 -0.97
H -5.32 -1.23 -1.58
H -3.69 -3.18 -3.51
H -5.19 -3.52 -2.64
H -3.80 -4.52 -2.31
H -3.81 -2.33 0.76
H -3.46 -3.99 0.27
H -5.12 -3.27 0.05
Cl -2.64 4.15 -2.46
Ge -1.86 2.00 -2.57
Cl -3.31 1.08 -4.14
Cl -0.14 2.57 -3.99
```



No. 3
ORCA calculation (ωB97M-V/def2-TZVPD) on a cluster of 2 separate species, C31H32BF3O3 in total at a distorted geometry.

Computed properties:
- HOMO-LUMO gap (eV) = 8.23
- relative energy (zero: lowest compared OMol25 entry of this formula, charge and spin) (eV) = 0.000
- largest force on an atom (eV/Å) = 3.9
- LUMO energy (Ha) = 0.015
- calculated total energy (Eh) = -1750.76571
- molecular weight (g/mol) = 520.400
- structure (SMILES) = CC1(C)OB(C(c2ccccc2)c2ccccc2)OC1(C)C.Cc1ccc(-c2ccc(C(F)(F)F)cc2)o1

The geometry in XYZ format:
```
70
C31H32BF3O3 | OMol25 | ωB97M-V/def2-TZVPD
C 2.80 -3.84 -2.76
C 2.11 -4.17 -1.53
C 2.48 -4.96 -0.47
C 1.39 -4.95 0.45
C 0.43 -4.09 -0.07
B 3.68 -0.85 1.90
C -0.87 -3.77 0.43
C -1.43 -4.56 1.47
C -2.65 -4.22 2.03
C -3.32 -3.10 1.56
C -4.63 -2.74 2.20
F -5.05 -1.48 1.88
F -5.63 -3.60 1.82
F -4.55 -2.80 3.56
C -2.81 -2.32 0.52
C -1.61 -2.68 -0.07
O 4.20 -1.02 3.15
C 5.64 -1.07 2.94
C 6.26 -0.37 4.13
C 6.07 -2.54 2.97
C 5.85 -0.38 1.52
C 6.24 1.09 1.63
C 6.79 -1.05 0.55
O 4.53 -0.43 0.91
O 0.86 -3.64 -1.30
H 3.48 -4.66 -3.00
H 2.12 -3.68 -3.60
H 3.42 -2.94 -2.62
H 3.42 -5.50 -0.35
H 1.30 -5.49 1.38
H -0.89 -5.43 1.83
H -3.07 -4.82 2.83
H -3.35 -1.45 0.17
H -1.24 -2.12 -0.92
H 7.36 -0.37 4.05
H 5.91 0.67 4.21
H 5.99 -0.89 5.05
H 7.16 -2.63 2.97
H 5.69 -3.00 3.89
H 5.67 -3.11 2.12
H 7.24 1.18 2.06
H 6.27 1.53 0.63
H 5.53 1.66 2.24
H 7.83 -0.99 0.90
H 6.54 -2.10 0.38
H 6.74 -0.54 -0.42
C 2.23 -1.68 1.31
C 1.60 -2.32 2.50
C 0.33 -1.95 2.98
C -0.19 -2.52 4.14
C 0.54 -3.49 4.83
C 1.77 -3.91 4.33
C 2.29 -3.34 3.17
C 1.53 -0.47 0.76
C 1.02 -0.40 -0.54
C 0.22 0.68 -0.93
C -0.03 1.72 -0.04
C 0.56 1.71 1.24
C 1.36 0.63 1.62
H 2.56 -2.39 0.54
H -0.25 -1.20 2.45
H -1.17 -2.20 4.50
H 0.14 -3.91 5.75
H 2.34 -4.69 4.84
H 3.24 -3.69 2.76
H 1.27 -1.20 -1.24
H -0.20 0.68 -1.93
H -0.67 2.56 -0.33
H 0.40 2.53 1.93
H 1.82 0.61 2.61
```



- What is the largest force on an atom in the second record?
  2.0 eV/Å



- What is the largest force on an atom in the third record?
  3.9 eV/Å



What did the third record say?
ORCA calculation (ωB97M-V/def2-TZVPD) on a cluster of 2 separate species, C31H32BF3O3 in total at a distorted geometry.

Computed properties:
- HOMO-LUMO gap (eV) = 8.23
- relative energy (zero: lowest compared OMol25 entry of this formula, charge and spin) (eV) = 0.000
- largest force on an atom (eV/Å) = 3.9
- LUMO energy (Ha) = 0.015
- calculated total energy (Eh) = -1750.76571
- molecular weight (g/mol) = 520.400
- structure (SMILES) = CC1(C)OB(C(c2ccccc2)c2ccccc2)OC1(C)C.Cc1ccc(-c2ccc(C(F)(F)F)cc2)o1

The geometry in XYZ format:
```
70
C31H32BF3O3 | OMol25 | ωB97M-V/def2-TZVPD
C 2.80 -3.84 -2.76
C 2.11 -4.17 -1.53
C 2.48 -4.96 -0.47
C 1.39 -4.95 0.45
C 0.43 -4.09 -0.07
B 3.68 -0.85 1.90
C -0.87 -3.77 0.43
C -1.43 -4.56 1.47
C -2.65 -4.22 2.03
C -3.32 -3.10 1.56
C -4.63 -2.74 2.20
F -5.05 -1.48 1.88
F -5.63 -3.60 1.82
F -4.55 -2.80 3.56
C -2.81 -2.32 0.52
C -1.61 -2.68 -0.07
O 4.20 -1.02 3.15
C 5.64 -1.07 2.94
C 6.26 -0.37 4.13
C 6.07 -2.54 2.97
C 5.85 -0.38 1.52
C 6.24 1.09 1.63
C 6.79 -1.05 0.55
O 4.53 -0.43 0.91
O 0.86 -3.64 -1.30
H 3.48 -4.66 -3.00
H 2.12 -3.68 -3.60
H 3.42 -2.94 -2.62
H 3.42 -5.50 -0.35
H 1.30 -5.49 1.38
H -0.89 -5.43 1.83
H -3.07 -4.82 2.83
H -3.35 -1.45 0.17
H -1.24 -2.12 -0.92
H 7.36 -0.37 4.05
H 5.91 0.67 4.21
H 5.99 -0.89 5.05
H 7.16 -2.63 2.97
H 5.69 -3.00 3.89
H 5.67 -3.11 2.12
H 7.24 1.18 2.06
H 6.27 1.53 0.63
H 5.53 1.66 2.24
H 7.83 -0.99 0.90
H 6.54 -2.10 0.38
H 6.74 -0.54 -0.42
C 2.23 -1.68 1.31
C 1.60 -2.32 2.50
C 0.33 -1.95 2.98
C -0.19 -2.52 4.14
C 0.54 -3.49 4.83
C 1.77 -3.91 4.33
C 2.29 -3.34 3.17
C 1.53 -0.47 0.76
C 1.02 -0.40 -0.54
C 0.22 0.68 -0.93
C -0.03 1.72 -0.04
C 0.56 1.71 1.24
C 1.36 0.63 1.62
H 2.56 -2.39 0.54
H -0.25 -1.20 2.45
H -1.17 -2.20 4.50
H 0.14 -3.91 5.75
H 2.34 -4.69 4.84
H 3.24 -3.69 2.76
H 1.27 -1.20 -1.24
H -0.20 0.68 -1.93
H -0.67 2.56 -0.33
H 0.40 2.53 1.93
H 1.82 0.61 2.61
```



Repeat the second record exactly.
ORCA calculation (ωB97M-V/def2-TZVPD) on a structure of composition C31H32BCl3GdGeN10O4PS7 at a distorted geometry.

Computed properties:
- total charge = -2
- HOMO-LUMO gap (alpha / beta) (eV) = 6.72 / 5.43
- <S²> = 16.1092
- largest force on an atom (eV/Å) = 2.0
- LUMO energy (alpha / beta) (Ha) = 0.128 / 0.080
- calculated total energy (Eh) = -9426.21384
- molecular weight (g/mol) = 1211.137
- 2S+1 = 8

The geometry in XYZ format:
```
91
C31H32BCl3GdGeN10O4PS7 | OMol25 | ωB97M-V/def2-TZVPD
Gd 0.45 -0.05 0.84
C 0.74 4.07 -0.79
C 0.10 2.98 -0.17
N 1.02 2.19 0.38
N 2.25 2.73 0.14
C 2.10 3.87 -0.56
B 3.49 1.91 0.57
N 3.34 1.39 1.97
C 4.21 1.53 2.99
C 3.70 0.87 4.07
C 2.49 0.34 3.63
N 2.30 0.69 2.37
N 3.68 0.75 -0.43
C 4.34 0.74 -1.62
C 3.71 -0.14 -2.47
C 2.65 -0.65 -1.72
N 2.63 -0.10 -0.52
N 4.69 2.85 0.58
C 4.69 4.15 0.99
C 5.95 4.55 1.25
C 6.73 3.41 0.94
N 5.98 2.38 0.55
H 0.30 4.82 -1.43
H -0.95 2.77 -0.11
H 2.94 4.48 -0.93
H 5.12 2.12 2.88
H 4.12 0.83 5.05
H 1.81 -0.29 4.14
H 5.15 1.40 -1.80
H 4.02 -0.40 -3.47
H 1.93 -1.39 -2.00
H 3.75 4.65 1.14
H 6.31 5.49 1.66
H 7.79 3.25 1.00
S 0.04 -7.02 3.99
C 0.30 -5.46 3.59
S -0.63 -4.10 4.14
C 0.13 -2.78 3.32
C 1.14 -3.22 2.44
S 2.12 -2.30 1.46
S 1.53 -4.93 2.49
S -0.47 -1.25 3.47
S -3.46 0.38 1.59
C -3.75 2.06 1.47
C -4.94 2.73 1.12
C -5.04 4.14 1.21
C -6.31 4.75 0.92
N -7.32 5.27 0.75
C -3.91 4.87 1.62
C -2.72 4.22 1.93
C -2.64 2.81 1.85
S -1.42 1.77 2.42
C -4.04 6.27 1.79
N -4.07 7.39 2.08
H -5.84 2.22 0.77
H -1.89 4.84 2.29
C 1.85 -4.44 -1.83
C 0.38 -4.00 -2.02
C 0.18 -3.22 -3.30
C -0.55 -5.17 -1.95
O 0.14 -3.18 -0.87
P -1.02 -2.09 -0.69
O -1.25 -2.14 0.78
O -0.43 -0.75 -1.10
O -2.20 -2.57 -1.57
C -3.65 -2.59 -1.40
C -4.22 -1.21 -1.64
C -4.08 -3.50 -2.53
C -4.06 -3.11 0.02
H 2.09 -5.17 -2.62
H 1.97 -4.91 -0.89
H 2.54 -3.59 -1.92
H 0.73 -3.68 -4.12
H 0.51 -2.19 -3.10
H -0.91 -3.21 -3.50
H -0.27 -5.88 -2.74
H -1.58 -4.88 -2.08
H -0.48 -5.67 -0.96
H -3.99 -0.95 -2.67
H -3.75 -0.48 -0.97
H -5.32 -1.23 -1.58
H -3.69 -3.18 -3.51
H -5.19 -3.52 -2.64
H -3.80 -4.52 -2.31
H -3.81 -2.33 0.76
H -3.46 -3.99 0.27
H -5.12 -3.27 0.05
Cl -2.64 4.15 -2.46
Ge -1.86 2.00 -2.57
Cl -3.31 1.08 -4.14
Cl -0.14 2.57 -3.99
```